# C39H45N5O6SSi3Ti

A molecular structure, C39H45N5O6SSi3Ti in a non-equilibrium geometry (the ωB97M-V functional and the def2-TZVPD basis, OMol25).

Structure (XYZ):
```
100
Properties=species:S:1:pos:R:3:forces:R:3
Ti -0.549812 -0.542489 0.193700 -0.294 -2.732 -0.042
O -2.780944 -1.660715 3.509875 0.100 -0.072 -0.035
C -2.394541 -0.783472 2.768866 -0.147 0.104 0.194
N -1.999979 -1.022234 1.446421 0.432 0.194 0.185
C -2.936036 -1.806248 0.715966 -0.554 0.265 -0.277
C -3.820524 -2.755585 1.220875 -0.059 -0.103 -0.047
C -4.836882 -3.245873 0.412474 0.056 0.021 0.048
C -4.987406 -2.792703 -0.888201 -0.044 -0.016 -0.087
C -4.083736 -1.886864 -1.416756 0.153 -0.049 -0.075
C -3.041996 -1.415413 -0.629418 -0.336 -0.353 0.231
N -1.975920 -0.651477 -1.122561 -0.251 0.626 0.119
C -2.190931 0.231835 -2.154889 -0.043 -0.024 -0.745
O -3.173468 0.925809 -2.311343 0.033 -0.132 0.133
C -1.123733 0.158799 -3.217007 -0.072 -0.165 -0.241
C -1.356485 0.768346 -4.443785 -0.024 0.209 0.030
C -0.492552 0.502908 -5.491219 0.038 -0.030 0.021
C 0.592579 -0.324911 -5.256285 0.002 0.013 -0.046
C 0.765566 -0.848389 -3.985374 0.137 0.135 0.129
N -0.091621 -0.648736 -2.989150 0.104 0.092 0.050
C -2.528812 0.633643 3.283209 -0.138 0.108 -0.062
C -3.319190 0.793868 4.419226 -0.003 -0.085 0.097
C -3.546383 2.069011 4.903395 0.058 -0.064 -0.023
C -2.947896 3.132705 4.252219 -0.016 0.078 -0.030
C -2.187894 2.871733 3.123761 0.090 0.066 -0.097
N -1.997190 1.654504 2.626189 0.208 -0.124 -0.114
H -3.741636 -3.090187 2.240977 0.041 -0.007 -0.018
H -5.527114 -3.973829 0.818067 0.001 0.001 -0.002
H -5.805107 -3.154336 -1.498053 0.014 0.007 -0.015
H -4.174868 -1.538650 -2.437142 -0.026 -0.037 -0.006
H -2.214757 1.416064 -4.555894 -0.026 -0.050 0.012
H -0.663402 0.916808 -6.476312 -0.019 0.057 0.026
H 1.289751 -0.575216 -6.044272 0.032 0.028 0.022
H 1.634419 -1.448267 -3.753151 0.005 -0.070 -0.032
H -3.743134 -0.084087 4.883513 0.004 0.053 0.030
H -4.174952 2.231035 5.768994 0.015 -0.029 0.017
H -3.075545 4.150849 4.594151 -0.006 -0.005 -0.004
H -1.715765 3.688558 2.590596 0.029 0.018 -0.098
C 0.740036 -0.935858 3.482637 -0.034 -0.170 -0.273
Si 0.908648 -2.444069 2.345734 0.276 -0.268 0.601
C 2.534813 -3.217313 2.964469 -0.048 0.047 -0.386
C -0.439885 -3.696714 2.796288 0.073 0.195 -0.264
C 0.995593 -1.971131 0.485911 -0.147 0.303 -0.237
Si 0.791431 -3.542526 -0.577499 -0.129 -0.820 -0.224
C 1.520002 -5.096708 0.248148 0.015 0.317 0.162
C -1.024291 -3.946769 -0.907290 0.227 0.079 0.168
C 1.552417 -3.689716 -2.322202 0.041 0.492 0.249
Si 2.639752 -1.027998 0.227844 0.832 -0.193 -0.186
C 3.394805 0.084413 1.583194 -0.524 -0.295 0.188
C 4.023353 -2.287002 -0.128029 -0.306 -0.055 0.051
C 2.800872 0.225253 -1.219494 -0.098 -0.174 0.046
C 4.055746 0.396258 -1.812086 0.123 -0.193 -0.010
C 4.268594 1.408830 -2.730012 -0.041 0.031 0.065
C 3.212851 2.253288 -3.030579 0.069 0.030 -0.065
C 2.001850 2.029166 -2.401800 -0.135 -0.052 -0.008
N 1.792162 1.047563 -1.526407 -0.225 -0.007 -0.118
H -0.120853 -0.326913 3.239670 -0.064 0.204 0.100
H 0.637422 -1.265717 4.518758 -0.014 -0.108 -0.016
H 1.610681 -0.284983 3.418731 0.005 -0.042 0.016
H 2.412194 -3.513415 4.008615 -0.083 0.043 0.021
H 3.369203 -2.514954 2.916346 -0.007 -0.053 0.029
H 2.816748 -4.106762 2.398836 0.006 0.010 0.065
H -0.121123 -4.241730 3.688160 0.090 0.008 -0.006
H -0.636563 -4.430422 2.014212 0.011 0.012 0.033
H -1.380562 -3.208134 3.039789 0.008 0.004 -0.035
H 1.178104 -5.256697 1.270484 0.055 -0.051 -0.037
H 2.612539 -5.063033 0.260505 -0.008 -0.004 -0.010
H 1.227011 -5.970499 -0.338096 -0.047 0.047 -0.075
H -1.622064 -4.027738 0.000314 -0.063 0.008 -0.023
H -1.083713 -4.906362 -1.427303 0.114 -0.026 0.006
H -1.481255 -3.201648 -1.556948 -0.023 0.018 -0.033
H 2.479969 -3.134152 -2.463957 -0.029 0.002 -0.089
H 0.846078 -3.383806 -3.094011 -0.026 0.014 0.062
H 1.782999 -4.743923 -2.485492 -0.024 -0.034 0.075
H 3.597186 -0.457061 2.508369 0.032 0.064 -0.015
H 2.747736 0.929741 1.819115 0.017 0.011 0.010
H 4.343236 0.484927 1.219762 -0.018 -0.111 -0.177
H 4.002398 -3.090375 0.611030 0.027 0.034 -0.001
H 5.013756 -1.830259 -0.088817 -0.030 0.034 0.071
H 3.906324 -2.747512 -1.110188 0.070 0.006 0.049
H 4.865666 -0.269187 -1.540801 -0.012 0.042 -0.074
H 5.239098 1.549989 -3.188809 0.003 -0.033 -0.009
H 3.323550 3.067322 -3.734518 -0.025 0.006 0.010
H 1.153875 2.670825 -2.617962 -0.093 -0.006 0.019
O 0.404720 0.714021 0.909206 0.361 2.338 0.398
O 0.412027 2.082619 0.644074 0.319 0.437 0.557
O 1.130269 8.990516 0.094976 0.079 0.182 -0.040
C 0.247680 8.413272 -0.746164 -0.046 -0.016 -0.055
O -0.347760 9.088386 -1.536974 -0.005 0.016 0.000
C 0.049945 6.936664 -0.629315 0.018 -0.160 0.068
C 0.919591 6.089831 0.050865 -0.154 0.146 -0.105
C 0.666351 4.731388 0.133927 0.020 -0.191 0.028
C -0.475294 4.205366 -0.467581 0.257 0.142 0.020
S -0.867329 2.503074 -0.384927 -0.122 0.002 0.119
C -1.346242 5.044521 -1.166357 -0.077 -0.257 0.013
C -1.077825 6.393120 -1.246240 0.062 0.142 0.029
H 1.501079 8.358168 0.716712 -0.039 -0.117 0.051
H 1.828681 6.464128 0.507273 0.015 -0.030 0.017
H 1.350031 4.082942 0.660263 0.036 0.033 -0.012
H -2.228762 4.621043 -1.631818 -0.030 0.095 -0.021
H -1.737653 7.067667 -1.774208 -0.032 -0.052 -0.037
```
Forces are in eV/Å.

**Electronic energy**: -118494.02396 eV
**Energy relative to the best compared isomer or geometry (same formula, charge and spin)**: 3.1508 eV
**Orbital gap**: 7.00 eV

---

# C39H46IN6O11P

6 unconnected molecules or ions with the total composition C39H46IN6O11P in a non-equilibrium geometry (the ωB97M-V functional and the def2-TZVPD basis, OMol25).

Structure (XYZ):
```
104
Properties=species:S:1:pos:R:3:forces:R:3
C 5.424567 1.068484 -2.230760 -0.189 -0.120 -0.154
C 4.357571 1.212338 -3.324672 -0.046 -0.139 0.384
C 2.913606 0.875605 -2.912206 0.965 0.358 -0.482
I 2.461769 1.951322 -1.096877 -0.311 -0.325 -0.162
P 1.738488 1.387388 -4.409708 0.460 -0.613 -0.039
C 0.475013 0.094443 -4.030726 -0.642 0.235 0.450
C -0.981143 0.599666 -4.014399 0.004 -0.805 0.340
C -1.331598 1.469537 -2.793784 -0.326 0.470 -0.188
N -1.990149 2.729747 -3.191477 0.601 0.093 -0.175
C 0.913675 2.012349 -6.031500 -1.222 1.689 0.537
C 0.040989 3.267481 -5.811552 1.921 -1.083 -1.219
C 0.893679 4.590900 -5.377828 -2.357 -0.105 0.663
O 0.092606 4.258010 -6.723239 -1.099 -0.104 1.016
H 6.385929 0.840052 -2.694522 0.074 0.137 0.150
H 5.503770 1.968753 -1.623927 0.088 0.013 -0.040
H 5.166274 0.255399 -1.547587 0.051 -0.035 -0.061
H 4.611100 0.491490 -4.109120 -0.072 0.139 -0.147
H 4.409995 2.215671 -3.759583 0.002 0.006 -0.068
H 2.923897 -0.201318 -2.752620 -0.413 -0.035 0.527
H 2.855485 1.010041 -5.203657 -0.132 -0.101 -0.068
H 1.693922 2.682157 -3.837219 -0.173 0.077 -0.112
H 0.677224 -0.317691 -3.039538 0.161 0.069 -0.025
H 0.546745 -0.752111 -4.718467 0.326 0.268 -0.256
H -1.273053 1.079461 -4.944130 0.040 0.149 0.048
H -1.593407 -0.306883 -3.948357 -0.041 0.054 -0.163
H -2.000652 0.919407 -2.131099 0.043 -0.017 -0.014
H -0.437639 1.687841 -2.204068 0.082 -0.103 -0.028
H -2.798587 2.941734 -2.632463 -0.171 -0.198 0.140
H -1.347512 3.491388 -3.002334 -0.087 0.091 -0.114
H 1.692117 2.412616 -6.681273 0.133 -0.460 -0.159
H 0.269497 1.273399 -6.516869 0.319 -0.200 -0.118
H -0.937807 3.149194 -5.302212 0.674 0.152 0.014
H 0.122206 4.732725 -4.557035 -0.277 0.490 -0.512
H 0.891044 5.658457 -5.599815 1.750 -0.075 -0.136
O -3.892251 4.506409 -1.241523 0.010 -0.087 -0.015
N -3.661552 3.749693 -0.316709 0.045 -0.049 0.050
O -3.238427 2.615911 -0.441938 -0.179 0.146 0.068
C -3.911850 4.240292 1.044699 -0.029 0.074 0.120
C -4.420272 5.515316 1.216671 -0.060 0.163 -0.042
C -4.666893 5.963208 2.503544 0.028 -0.085 0.082
C -4.401061 5.139911 3.591074 0.005 -0.012 -0.036
C -3.884352 3.865826 3.395505 -0.040 0.081 -0.001
C -3.636900 3.407064 2.111074 0.063 -0.183 0.166
H -4.621768 6.148659 0.365863 0.028 -0.084 -0.069
H -5.067819 6.955321 2.658394 0.001 0.009 -0.013
H -4.597664 5.492557 4.594674 0.012 0.004 0.015
H -3.675233 3.228431 4.244221 0.015 -0.003 0.002
H -3.237017 2.418083 1.945141 0.027 -0.029 -0.097
O -1.766365 -0.380945 2.938991 -0.016 0.030 0.000
N -0.753750 0.293543 2.948590 -0.062 0.018 -0.038
O -0.398248 1.017182 2.042306 -0.028 0.035 -0.020
C 0.095836 0.230554 4.147279 0.105 -0.028 0.113
C -0.270144 -0.608567 5.182422 -0.097 -0.141 0.111
C 0.536216 -0.671723 6.305778 0.130 0.039 -0.024
C 1.687931 0.099026 6.381105 -0.006 -0.008 -0.038
C 2.036885 0.938715 5.330841 -0.058 -0.074 0.072
C 1.237499 1.008737 4.201561 0.142 0.132 -0.041
H -1.169690 -1.202564 5.117328 -0.017 0.041 -0.105
H 0.264303 -1.322177 7.125218 -0.020 0.007 0.009
H 2.315688 0.046231 7.260757 -0.005 0.010 0.007
H 2.932893 1.540750 5.391419 0.001 0.012 -0.013
H 1.500312 1.659159 3.380515 -0.084 -0.046 -0.062
O -3.188195 2.453548 7.317733 -0.006 0.024 -0.030
N -2.815286 1.359345 7.690613 0.034 0.009 -0.033
O -1.654151 1.008775 7.750725 -0.017 0.030 0.044
C -3.844796 0.384690 8.086754 -0.097 -0.092 0.031
C -5.177103 0.741070 7.991560 -0.159 0.091 -0.035
C -6.142652 -0.187260 8.345974 0.057 -0.089 0.033
C -5.767002 -1.448099 8.790532 0.016 0.018 -0.005
C -4.422783 -1.783755 8.886907 -0.093 0.050 -0.020
C -3.450084 -0.863135 8.532550 0.098 -0.155 0.040
H -5.460607 1.723504 7.645167 0.105 0.023 -0.019
H -7.189352 0.073048 8.272613 -0.002 0.016 -0.004
H -6.524066 -2.171754 9.061846 -0.002 0.001 0.007
H -4.131761 -2.764782 9.235871 0.015 -0.002 0.001
H -2.402846 -1.116336 8.602564 0.027 0.101 -0.036
O 2.625561 -7.497767 -4.286259 0.013 -0.002 0.011
N 1.824301 -7.432083 -5.196746 0.002 -0.034 0.025
O 1.548932 -8.351791 -5.940625 -0.008 -0.017 -0.010
C 1.139611 -6.147054 -5.415084 -0.054 0.143 -0.038
C 1.457792 -5.074525 -4.604665 0.072 0.097 -0.011
C 0.828258 -3.859513 -4.823553 -0.183 -0.035 -0.246
C -0.107871 -3.740629 -5.842428 0.029 -0.026 0.011
C -0.422384 -4.834051 -6.641537 0.037 0.087 0.073
C 0.204725 -6.049920 -6.430490 -0.115 -0.051 -0.149
H 2.185143 -5.176335 -3.817921 0.030 -0.129 -0.016
H 1.070601 -3.011592 -4.202233 0.044 -0.026 0.059
H -0.596540 -2.789887 -6.016788 -0.014 -0.004 0.002
H -1.154443 -4.737707 -7.431593 -0.004 -0.013 -0.005
H -0.030136 -6.904442 -7.047095 0.077 -0.060 0.055
O 1.776067 -3.909247 -1.878251 0.058 0.101 0.180
N 2.820541 -3.288124 -1.853637 -0.085 -0.008 0.067
O 3.220232 -2.590826 -2.767075 0.047 0.027 -0.025
C 3.651463 -3.390972 -0.647848 0.101 -0.032 0.137
C 3.224923 -4.203642 0.386892 -0.103 -0.118 0.105
C 4.018205 -4.313225 1.516815 0.090 0.068 -0.013
C 5.214644 -3.612216 1.599661 -0.022 0.008 -0.019
C 5.620856 -2.794683 0.553190 -0.066 -0.089 0.079
C 4.836605 -2.682045 -0.582839 0.165 0.153 -0.079
H 2.293105 -4.744199 0.315139 -0.011 0.035 -0.104
H 3.703013 -4.948049 2.333139 -0.015 -0.006 -0.002
H 5.832788 -3.704049 2.482909 -0.002 0.004 0.005
H 6.550155 -2.246276 0.619840 0.001 0.013 -0.017
H 5.151843 -2.048955 -1.398869 -0.110 -0.052 -0.079
```
Forces are in eV/Å.

**Electronic energy**: -90021.56467 eV
**Structure (SMILES)**: CC[C@@H](I)[PH2](CCCN)C[C@H]1CO1.O=[N+]([O-])c1ccccc1.O=[N+]([O-])c1ccccc1.O=[N+]([O-])c1ccccc1.O=[N+]([O-])c1ccccc1.O=[N+]([O-])c1ccccc1
**Orbital gap**: 7.17 eV

---

| no. | HOMO (eV) |
| --- | --- |
| 1 | -7.94 |
| 2 | -8.01 |